18
Properties=species:S:1:pos:R:3 method="wB97M-V/def2-TZVPD" smiles="NC=O.O.O.O.O" e_tot_ha=-475.63947 e_homo_ev=-10.6 orbital_gap_ev=11.1 fmax_ev_per_a=4.98 spin_multiplicity=1
N -0.3501 1.2602 0.9945
C -1.5163 0.8861 1.5693
O -1.5582 -0.2547 2.1333
H -0.3154 1.8938 0.1685
H 0.4390 0.8108 1.3269
H -2.3613 1.5565 1.6124
O 1.4698 1.8930 -1.4743
H 2.0882 2.5773 -1.7716
H 1.9199 0.9859 -1.6258
O 1.8240 -0.5882 -1.0500
H 1.5400 -1.0651 -0.1685
H 2.0919 -1.3220 -1.5952
O -2.4037 -1.5143 -1.4349
H -1.8714 -0.6651 -1.7774
H -1.7314 -1.6032 -0.6924
O 0.3015 -1.5852 0.8634
H -0.4850 -1.2626 1.4156
H 0.9187 -2.0031 1.5062